# 1
Below is a 4-piece molecular cluster, C18H20N4 overall, with properties calculated with ωB97M-V/def2-TZVPD.

```
42
Properties=species:S:1:pos:R:3:mulliken_charge:R:1
N 20.811 -1.657 -9.094 -0.01
C 20.346 -0.671 -9.965 -0.50
C 20.656 0.460 -9.369 0.12
C 21.207 0.321 -8.163 -0.65
C 21.319 -1.098 -7.971 -0.14
H 20.641 -2.641 -9.243 0.26
H 20.002 -0.954 -10.949 0.61
H 20.549 1.484 -9.693 0.42
H 21.513 1.007 -7.387 0.43
H 21.491 -1.749 -7.127 0.41
N 21.715 -2.697 -13.209 -0.03
C 21.302 -3.419 -14.279 -0.21
C 21.072 -2.567 -15.271 -0.91
C 21.211 -1.251 -14.769 0.19
C 21.693 -1.360 -13.487 -0.88
H 22.005 -3.013 -12.294 0.20
H 21.145 -4.474 -14.109 0.39
H 20.621 -2.862 -16.207 0.36
H 20.956 -0.356 -15.319 0.38
H 22.006 -0.537 -12.861 0.56
N 20.941 4.789 -20.442 -0.51
C 20.367 3.766 -21.129 -0.21
C 19.540 2.753 -20.553 -0.40
C 19.289 2.829 -19.183 -0.25
C 19.927 3.876 -18.444 -0.08
C 20.658 4.832 -19.160 -0.34
H 20.503 3.824 -22.198 0.39
H 19.026 1.971 -21.093 0.35
H 18.789 2.119 -18.541 0.38
H 19.938 4.028 -17.374 0.34
H 21.387 5.421 -18.625 0.34
N 18.956 3.555 -14.694 -0.32
C 19.604 2.404 -14.217 -0.23
C 19.472 1.976 -12.904 0.20
C 18.554 2.613 -12.055 -0.12
C 17.918 3.738 -12.505 -0.56
C 18.188 4.265 -13.848 -0.32
H 20.305 1.961 -14.908 0.37
H 19.963 1.061 -12.606 -0.17
H 18.363 2.181 -11.084 0.37
H 17.137 4.273 -11.986 0.35
H 17.600 5.061 -14.282 0.39
```

Properties
- charge = +1
- frontier orbital gap (spin up / spin down) (eV) = 6.5 / 2.4
- E_LUMO (spin up / spin down) (eV) = -3.9721 / -8.1260
- spin multiplicity = 2

---

# 2
Below is C26H38IN10PSiY as an isolated structure, with properties calculated with ωB97M-V/def2-TZVPD.

```
78
Properties=species:S:1:pos:R:3:mulliken_charge:R:1
Y -0.108 1.206 0.091 -0.38
C -1.052 1.311 4.086 -1.52
C 0.371 1.361 3.622 0.66
C 1.403 1.639 4.493 -0.89
C 2.710 1.660 4.010 -0.56
C 2.969 1.390 2.683 -0.71
C 1.895 1.080 1.843 0.43
N 0.619 1.095 2.321 0.39
N 1.998 0.765 0.498 0.83
Si 3.195 -0.388 -0.055 -0.10
C 2.550 -0.999 -1.720 -0.91
C 3.300 -1.765 1.225 -1.00
C 4.890 0.338 -0.346 -1.17
H -1.150 0.653 4.950 0.44
H -1.711 0.946 3.296 0.12
H -1.398 2.297 4.401 0.33
H 1.196 1.834 5.535 0.53
H 3.526 1.889 4.683 0.50
H 3.975 1.412 2.291 0.47
H 1.462 -1.114 -1.771 0.04
H 2.996 -1.966 -1.967 0.51
H 2.840 -0.328 -2.529 0.33
H 2.338 -1.934 1.717 0.19
H 4.003 -1.503 2.017 0.41
H 3.648 -2.706 0.797 0.48
H 4.861 1.199 -1.017 0.36
H 5.550 -0.403 -0.800 0.38
H 5.368 0.660 0.580 0.37
N -1.693 1.492 -4.145 -0.02
C -0.400 1.419 -4.602 -0.96
C 0.371 1.201 -3.504 -0.54
N -0.425 1.152 -2.381 1.00
C -1.668 1.335 -2.809 -0.13
C -2.781 1.308 -1.878 0.03
N -2.583 1.038 -0.596 0.67
C -3.824 1.087 -0.002 -0.78
C -4.766 1.389 -0.935 -0.87
N -4.089 1.525 -2.121 -0.10
H -2.499 1.640 -4.732 0.19
H -0.160 1.523 -5.646 0.45
H 1.438 1.082 -3.455 0.35
H -3.963 0.929 1.054 0.53
H -5.831 1.525 -0.871 0.45
H -4.516 1.778 -2.999 0.19
I -1.657 3.959 1.535 0.18
C -0.097 4.527 0.271 0.34
C 0.285 5.847 0.146 -0.70
C 1.357 6.130 -0.689 -0.21
C 2.000 5.092 -1.350 -1.00
C 1.543 3.805 -1.160 0.01
N 0.496 3.517 -0.367 0.20
H -0.229 6.628 0.686 0.47
H 1.690 7.152 -0.813 0.44
H 2.846 5.278 -1.995 0.47
H 2.027 2.961 -1.635 0.41
C -1.086 -4.963 1.005 -0.81
N -2.325 -4.045 1.108 0.08
C -3.098 -4.159 -0.221 -0.81
N -2.259 -3.837 -1.318 0.19
C -1.092 -4.722 -1.353 -0.91
N -0.311 -4.612 -0.126 0.20
C 0.364 -3.323 0.013 -1.22
P -0.839 -1.908 0.071 1.98
C -1.939 -2.624 1.397 -1.34
C -1.890 -2.425 -1.369 -1.18
H -1.474 -5.977 0.918 0.38
H -0.527 -4.853 1.934 0.38
H -2.922 -4.388 1.863 0.35
H -3.956 -3.491 -0.153 0.38
H -3.436 -5.194 -0.284 0.36
H -0.467 -4.465 -2.206 0.37
H -1.433 -5.751 -1.469 0.31
H 1.046 -3.183 -0.825 0.44
H 0.973 -3.331 0.917 0.47
H -2.860 -2.045 1.483 0.50
H -1.434 -2.604 2.364 0.46
H -1.350 -2.233 -2.299 0.43
H -2.796 -1.813 -1.386 0.41
```

Properties
- charge = +3
- frontier orbital gap (eV) = 7.5
- E_LUMO (eV) = -7.7232
- spin multiplicity = 1
- energy relative to the best compared isomer or geometry (same formula, charge and spin) (eV) = 0.000